1.
{
  "formula": "C45H42IrN2O2S3",
  "method": "wB97M-V/def2-TZVPD",
  "s_squared": 6.088,
  "de_lowest_kcal_mol": 20.73,
  "total_charge": -1,
  "multiplicity": 5,
  "orbital_gap_ev": [4.373, 6.928],
  "species": ["Ir", "C", "C", "C", "C", "C", "C", "C", "S", "O", "C", "C", "C", "C", "C", "C", "C", "C", "C", "C", "C", "C", "C", "C", "C", "C", "C", "C", "C", "C", "S", "O", "C", "C", "C", "C", "C", "C", "C", "H", "H", "H", "H", "H", "H", "H", "H", "H", "H", "H", "H", "H", "H", "H", "H", "H", "H", "H", "H", "H", "H", "H", "H", "H", "H", "C", "N", "C", "S", "N", "C", "H", "H", "H", "H", "H", "H", "H", "H", "C", "H", "H", "H", "C", "C", "C", "C", "C", "C", "C", "H", "H", "H", "H", "H"],
  "coordinates": [[-1.53504, -2.27750, 0.47048], [5.10734, 0.64971, -4.51718], [4.39137, 0.24954, -3.25469], [4.74741, -0.91163, -2.57512], [4.07334, -1.30482, -1.42810], [3.03595, -0.52061, -0.95346], [2.64726, 0.62772, -1.62248], [3.33630, 1.01292, -2.76120], [2.12699, -1.09937, 0.48872], [2.82988, -2.33751, 0.92544], [2.66783, 0.16851, 1.66032], [3.94461, -0.07225, 2.22320], [4.43573, 0.74803, 3.18461], [3.65472, 1.82975, 3.66669], [4.13313, 2.67419, 4.69644], [3.36382, 3.69373, 5.17894], [2.07440, 3.90665, 4.65183], [1.59205, 3.11019, 3.65117], [2.37051, 2.05117, 3.11973], [1.86775, 1.20520, 2.06176], [0.53177, 1.58278, 1.50220], [0.46445, 2.74526, 0.70207], [1.60975, 3.34173, 0.10450], [1.50692, 4.44357, -0.72254], [0.27254, 5.03632, -0.97624], [-0.85874, 4.52217, -0.34669], [-0.79295, 3.41204, 0.49697], [-1.93476, 2.94626, 1.23708], [-1.86362, 1.80017, 1.97749], [-0.68225, 1.04538, 2.05843], [-0.68526, -0.64846, 2.48009], [-0.32402, -0.94824, 3.89177], [-2.42349, -1.12000, 2.31930], [-3.26086, -0.72806, 1.26230], [-4.58334, -1.21814, 1.22091], [-5.04983, -2.11836, 2.14533], [-6.44368, -2.67711, 2.06687], [-4.18359, -2.52403, 3.18309], [-2.90403, -2.04021, 3.27522], [6.18601, 0.51848, -4.41812], [4.91253, 1.69307, -4.76528], [4.77902, 0.04012, -5.36243], [5.55856, -1.52452, -2.95365], [4.32432, -2.21481, -0.89780], [1.81391, 1.21518, -1.25861], [3.04074, 1.91851, -3.27967], [4.49827, -0.93325, 1.87192], [5.41729, 0.57690, 3.61216], [5.12255, 2.48915, 5.09935], [3.73776, 4.33365, 5.96891], [1.45869, 4.70629, 5.04452], [0.59807, 3.27685, 3.25835], [2.58350, 2.90295, 0.28686], [2.40496, 4.85290, -1.17142], [0.19698, 5.90074, -1.62385], [-1.81531, 5.02404, -0.46426], [-2.85114, 3.52622, 1.20987], [-2.74776, 1.45813, 2.50216], [-2.98082, 0.09442, 0.62267], [-5.23972, -0.87151, 0.42912], [-7.03311, -2.15966, 1.30996], [-6.96067, -2.58607, 3.02412], [-6.42045, -3.73776, 1.80682], [-4.54119, -3.22950, 3.92503], [-2.23723, -2.32633, 4.07836], [-3.32727, 2.42159, -2.16946], [-2.13774, 1.58194, -2.21231], [-2.11749, 0.30329, -1.77827], [-0.71691, -0.33920, -1.09476], [-3.23404, -0.44240, -1.89217], [-4.22793, -0.30731, -2.94257], [-3.01977, 3.41068, -1.83873], [-4.04240, 2.03072, -1.44433], [-3.81379, 2.51079, -3.14199], [-1.27452, 2.06807, -2.00568], [-3.12146, -1.35772, -1.46798], [-3.81673, 0.24681, -3.78528], [-5.13650, 0.19405, -2.60299], [-4.49528, -1.30309, -3.29368], [-2.93864, -3.48482, -0.47437], [-2.61085, -3.89808, -1.42983], [-3.91519, -3.00601, -0.61439], [-3.10888, -4.33555, 0.19755], [-0.17244, -3.30776, -0.31008], [0.48680, -3.81276, -1.42056], [1.73691, -4.49033, -1.30617], [2.38471, -4.97059, -2.42094], [1.84221, -4.80882, -3.69969], [0.62956, -4.13422, -3.83881], [-0.03778, -3.64114, -2.73737], [2.17461, -4.58991, -0.32177], [3.33641, -5.47670, -2.30234], [2.36261, -5.18839, -4.56999], [0.20796, -3.98361, -4.82676], [-0.96231, -3.09043, -2.85466]],
  "forces_ev_per_angstrom": [[0.07, -0.05, -0.14], [0.01, 0.00, 0.00], [-0.01, 0.00, 0.00], [0.00, -0.01, 0.00], [0.00, 0.03, -0.01], [0.04, -0.09, 0.06], [-0.02, 0.04, 0.01], [0.00, -0.01, -0.02], [-0.11, 0.12, -0.02], [0.02, -0.03, -0.01], [0.04, -0.07, 0.00], [0.02, 0.03, -0.01], [0.01, -0.02, -0.01], [-0.02, -0.01, -0.01], [-0.01, 0.01, 0.00], [0.00, -0.01, 0.00], [0.00, 0.01, 0.01], [0.00, 0.00, 0.00], [0.01, 0.02, 0.02], [-0.02, 0.02, 0.05], [0.07, -0.09, 0.02], [-0.05, 0.12, -0.08], [-0.02, -0.06, 0.03], [0.02, 0.03, 0.00], [-0.01, -0.01, -0.01], [0.00, 0.00, 0.00], [0.06, -0.05, -0.02], [-0.02, 0.04, -0.01], [-0.01, -0.01, 0.07], [-0.03, -0.01, -0.04], [0.01, 0.02, 0.02], [0.01, 0.04, 0.03], [-0.01, 0.04, -0.02], [0.04, 0.00, -0.01], [-0.02, 0.00, 0.02], [0.00, 0.00, 0.00], [0.00, 0.00, 0.01], [0.01, 0.00, -0.01], [-0.02, 0.00, 0.02], [0.00, 0.00, 0.00], [0.00, 0.00, 0.00], [0.00, 0.00, 0.01], [0.00, 0.01, 0.00], [0.00, 0.00, 0.00], [0.01, 0.00, -0.01], [0.00, 0.00, 0.00], [0.01, -0.02, 0.01], [0.00, 0.00, 0.00], [0.00, 0.00, 0.00], [0.00, 0.00, 0.00], [0.00, 0.00, 0.00], [0.01, 0.00, 0.00], [-0.01, 0.01, 0.00], [0.00, 0.00, 0.00], [0.00, 0.01, 0.01], [-0.01, -0.01, 0.00], [0.00, 0.00, -0.01], [0.02, 0.00, -0.01], [0.00, -0.03, 0.03], [0.00, 0.00, 0.00], [0.00, 0.00, 0.00], [0.00, 0.00, 0.00], [0.00, 0.00, 0.00], [0.00, 0.00, 0.00], [0.00, 0.00, 0.00], [-0.02, -0.02, 0.03], [0.06, 0.07, -0.08], [-0.01, -0.12, 0.00], [-0.08, 0.05, 0.09], [0.01, 0.05, -0.03], [0.00, 0.02, 0.00], [0.00, 0.02, 0.00], [0.00, 0.01, 0.00], [0.00, -0.01, 0.00], [-0.02, -0.02, 0.03], [0.02, -0.04, -0.01], [0.01, 0.00, -0.01], [0.00, 0.02, 0.00], [0.00, 0.00, 0.02], [-0.03, -0.03, 0.01], [0.00, -0.01, 0.00], [-0.02, -0.01, 0.00], [-0.01, 0.00, 0.00], [0.00, 0.00, 0.00], [-0.01, 0.04, 0.00], [0.00, -0.01, 0.03], [0.00, 0.00, -0.02], [0.03, 0.00, 0.00], [-0.03, 0.02, 0.02], [0.03, -0.01, -0.02], [0.00, 0.00, 0.00], [0.00, 0.00, 0.00], [0.00, 0.00, 0.00], [0.00, 0.00, 0.00], [-0.01, 0.00, 0.00]]
}

2.
{
  "formula": "C16H27BBr2Cl18NO",
  "method": "wB97M-V/def2-TZVPD",
  "total_charge": -1,
  "orbital_gap_ev": 6.041,
  "species": ["C", "C", "C", "N", "B", "C", "C", "C", "C", "O", "C", "Br", "C", "C", "Br", "H", "H", "H", "H", "H", "H", "H", "H", "H", "H", "H", "H", "H", "H", "H", "H", "H", "H", "H", "H", "H", "C", "Cl", "Cl", "Cl", "H", "C", "Cl", "Cl", "Cl", "H", "C", "Cl", "Cl", "Cl", "H", "C", "Cl", "Cl", "Cl", "H", "C", "Cl", "Cl", "Cl", "H", "C", "Cl", "Cl", "Cl", "H"],
  "coordinates": [[0.43030, 2.84917, 3.40897], [-0.26197, 2.02698, 2.31141], [-0.79543, 2.93961, 1.22704], [-1.30496, 2.21461, 0.06245], [-0.15392, 1.67545, -0.82612], [0.10398, 2.70774, -2.09687], [1.26104, 2.33477, -3.04113], [2.63427, 2.29560, -2.37175], [3.39148, 3.61953, -2.43519], [4.41972, 3.66262, -1.42961], [-0.48246, 0.20216, -1.47070], [-2.19340, 0.10076, -2.39433], [0.24717, -0.86363, -1.44001], [-0.05900, -2.19167, -2.07697], [1.93978, -0.89816, -0.50453], [0.76204, 2.18044, 4.20285], [1.33069, 3.32406, 3.01463], [-0.24045, 3.60596, 3.80787], [-1.11307, 1.54919, 2.79998], [0.42803, 1.27360, 1.94103], [-0.07352, 3.72316, 0.95306], [-1.64418, 3.47906, 1.67168], [-1.81468, 2.92118, -0.46029], [0.85581, 1.67363, -0.15811], [0.22164, 3.75089, -1.77737], [-0.80846, 2.66742, -2.70939], [1.29918, 3.07704, -3.84844], [1.05803, 1.36982, -3.50296], [3.23928, 1.56254, -2.91836], [2.61674, 1.96627, -1.33451], [2.69659, 4.41891, -2.17061], [3.88221, 3.78574, -3.39334], [4.54842, 2.77167, -1.07854], [-0.19998, -2.91116, -1.27241], [0.82384, -2.47149, -2.64674], [-0.89244, -2.12721, -2.76211], [0.06328, -2.49793, 2.40642], [-0.85654, -3.76792, 1.58566], [-1.01518, -1.34767, 3.18439], [1.18266, -3.20354, 3.58172], [0.64366, -1.98241, 1.65322], [0.68709, 7.22104, 1.19401], [-0.05459, 8.55864, 0.30274], [-0.37272, 6.68381, 2.49998], [1.07496, 5.88786, 0.11635], [1.60758, 7.58165, 1.63378], [2.23137, -5.61377, -3.06780], [2.09590, -4.35605, -4.29566], [3.89641, -6.20235, -2.96730], [1.67798, -5.04079, -1.49408], [1.60104, -6.44140, -3.36500], [-5.02873, 3.49389, 0.12870], [-3.97645, 4.28585, -1.04667], [-4.12800, 2.38911, 1.15641], [-5.88584, 4.70798, 1.09931], [-5.76730, 2.92199, -0.41703], [-3.57217, -7.11510, 1.22069], [-4.11311, -6.03343, 2.50358], [-4.89386, -7.46651, 0.10031], [-2.19320, -6.42633, 0.36821], [-3.25655, -8.04631, 1.67374], [0.49315, -8.53637, 2.90309], [0.18148, -6.86113, 2.47407], [1.57146, -8.64718, 4.29780], [-1.02416, -9.39321, 3.22439], [0.97807, -9.01864, 2.06436]],
  "forces_ev_per_angstrom": [[0.33, -0.55, -0.41], [0.02, 0.79, 0.77], [-0.62, -0.16, -0.31], [0.49, 0.14, 0.13], [-0.23, 1.01, -0.48], [-0.06, -0.63, -0.32], [-0.26, 0.47, 0.47], [0.74, -0.10, -0.94], [-0.12, -0.42, 1.17], [0.30, -0.05, 0.04], [-0.46, 2.38, 0.91], [0.22, 0.05, 0.13], [0.07, -2.07, -0.73], [1.06, 0.39, 0.34], [-0.13, -0.11, -0.04], [-0.07, 0.08, 0.27], [-0.05, 0.21, -0.02], [0.00, 0.13, 0.13], [-0.05, -0.37, -0.26], [-0.10, -0.11, -0.21], [0.23, -0.29, 0.15], [0.08, 0.17, 0.09], [-0.13, -0.33, -0.14], [0.11, -0.47, 0.04], [-0.01, 0.00, 0.19], [-0.07, 0.29, -0.01], [0.12, -0.13, -0.21], [-0.06, -0.12, -0.03], [0.13, -0.11, 0.15], [-0.42, 0.04, 0.08], [0.05, 0.24, -0.36], [-0.31, 0.13, -0.23], [-0.14, 0.22, -0.17], [-0.24, -0.31, -0.22], [0.02, -0.33, -0.04], [-0.27, -0.05, 0.16], [-0.10, 0.04, 0.05], [0.02, 0.07, 0.06], [0.03, -0.10, -0.04], [0.02, -0.03, -0.03], [0.07, 0.12, -0.05], [-0.01, -0.19, -0.08], [0.02, 0.05, 0.01], [0.02, 0.03, 0.01], [0.08, 0.20, -0.03], [-0.03, 0.03, 0.00], [-0.02, 0.08, 0.13], [0.01, -0.05, -0.01], [0.00, -0.05, -0.01], [0.09, -0.17, -0.07], [0.02, 0.00, -0.01], [0.14, -0.18, 0.19], [-0.06, 0.03, -0.01], [-0.36, 0.11, -0.11], [-0.08, 0.04, -0.01], [-0.01, 0.05, -0.01], [0.01, 0.12, 0.02], [0.03, -0.04, 0.00], [0.01, -0.05, 0.01], [-0.31, -0.09, -0.35], [0.00, 0.01, 0.00], [0.03, 0.23, -0.01], [0.26, -0.14, 0.26], [-0.01, -0.05, -0.02], [-0.02, -0.05, -0.02], [-0.02, -0.04, 0.03]]
}

3.
{
  "formula": "C4H6O2",
  "method": "wB97M-V/def2-TZVPD",
  "de_lowest_kcal_mol": 120.66,
  "orbital_gap_ev": 9.433,
  "species": ["O", "C", "C", "C", "C", "O", "H", "H", "H", "H", "H", "H"],
  "coordinates": [[-1.74252, -1.10240, -0.20923], [-1.12418, -1.08482, 0.96883], [0.98439, 1.49682, -0.53546], [1.03471, 0.53028, -1.44981], [-0.03609, -0.53278, 1.53476], [-1.43409, -1.57857, 2.09695], [-2.65747, -0.79629, -0.13079], [1.81937, 2.17599, -0.37027], [0.11309, 1.63676, 0.10186], [1.91259, 0.38219, -2.07635], [0.19870, -0.14903, -1.60857], [0.93151, -0.97816, 1.67807]],
  "forces_ev_per_angstrom": [[0.18, 0.29, 0.37], [0.29, -0.17, 0.48], [-0.01, -0.17, -0.11], [0.01, 0.13, 0.14], [0.05, 0.54, -0.23], [-0.54, 0.00, -0.70], [-0.10, -0.38, 0.17], [-0.14, -0.15, -0.06], [0.16, 0.01, -0.18], [-0.15, 0.04, 0.12], [0.16, 0.16, 0.03], [0.09, -0.32, -0.05]]
}

4.
{
  "formula": "C16H33N5O8P2",
  "method": "wB97M-V/def2-TZVPD",
  "smiles": "COP(=O)(OC)OC.COP(=O)(OC)OC.CC#N.CC#N.CC#N.CC#N.CC#N",
  "de_lowest_kcal_mol": 3.16,
  "orbital_gap_ev": 10.575,
  "species": ["C", "O", "P", "O", "O", "C", "O", "C", "H", "H", "H", "H", "H", "H", "H", "H", "H", "C", "O", "P", "O", "O", "C", "O", "C", "H", "H", "H", "H", "H", "H", "H", "H", "H", "C", "C", "N", "H", "H", "H", "C", "C", "N", "H", "H", "H", "C", "C", "N", "H", "H", "H", "C", "C", "N", "H", "H", "H", "C", "C", "N", "H", "H", "H"],
  "coordinates": [[3.23551, 2.54565, -1.44388], [2.48304, 1.36428, -1.01173], [2.41839, -0.03582, -1.88423], [1.45876, -0.96281, -1.32161], [2.10671, 0.48521, -3.37254], [1.39287, 1.63498, -3.59862], [3.92036, -0.53766, -1.94869], [4.77725, -0.71909, -0.88373], [2.60971, 3.42318, -1.60638], [3.76791, 2.35906, -2.37653], [4.00942, 2.75703, -0.70598], [0.53605, 1.43861, -4.24314], [2.13080, 2.27468, -4.08271], [1.02613, 2.19469, -2.73820], [5.56807, -1.44040, -1.08967], [4.13323, -1.13542, -0.10913], [5.06878, 0.27010, -0.53073], [-0.72666, -1.78031, -3.29403], [-1.72482, -1.46378, -2.38522], [-2.76831, -0.21872, -2.55096], [-3.44417, -0.14775, -3.88734], [-1.82470, 1.07343, -2.21197], [-1.19498, 1.17151, -0.92852], [-3.80614, -0.34680, -1.28210], [-5.25018, -0.43621, -1.42238], [-0.11710, -0.91929, -3.56824], [-1.25508, -2.16346, -4.16699], [-0.07114, -2.56438, -2.91503], [-1.82457, 0.78475, -0.12720], [-0.99831, 2.20000, -0.62582], [-0.22466, 0.69650, -0.78379], [-5.67089, -1.37442, -1.06063], [-5.60269, -0.28318, -2.44238], [-5.74706, 0.37946, -0.89711], [-4.14696, 2.48256, 0.58199], [-4.41654, 3.69217, -0.27957], [-4.70423, 4.62989, -0.93907], [-3.24611, 2.69906, 1.15617], [-3.93256, 1.52270, 0.11210], [-4.98581, 2.44216, 1.27683], [2.91918, -2.60820, 3.65865], [4.09032, -2.01674, 2.93163], [5.03314, -1.56177, 2.41951], [1.93735, -2.28960, 3.30851], [3.05573, -2.36294, 4.71188], [2.97402, -3.69352, 3.57395], [-0.69462, -2.76052, 0.60627], [-0.68175, -3.83653, -0.27290], [-0.71366, -4.69331, -1.02788], [-1.69960, -2.34535, 0.68219], [-0.02032, -1.95134, 0.32585], [-0.36681, -3.23218, 1.53264], [-0.80169, 0.76811, 5.24960], [-0.98676, -0.54020, 4.55610], [-1.16162, -1.54484, 4.01843], [-1.17538, 0.65776, 6.26758], [-1.30677, 1.58454, 4.73343], [0.26826, 0.97613, 5.24602], [1.45129, 0.26959, 2.17330], [0.32668, 1.21461, 2.13301], [-0.55247, 1.94814, 2.19777], [2.23180, 0.56769, 2.87333], [1.89868, 0.13257, 1.18884], [1.01570, -0.67427, 2.50115]],
  "forces_ev_per_angstrom": [[0.50, -0.85, -0.09], [0.10, -0.29, -0.59], [1.22, 2.41, -0.20], [-0.39, -0.44, 0.67], [1.38, -2.79, 1.92], [-0.58, 2.18, -1.10], [-1.52, 0.49, -3.27], [-0.87, -0.10, 2.26], [-0.31, -0.31, 0.32], [-0.09, -0.19, -0.10], [-0.27, 0.00, 0.20], [0.13, -0.05, -0.07], [-0.54, 0.49, -0.43], [0.00, -0.49, 0.30], [0.00, 0.47, -0.29], [0.58, -0.28, 0.60], [0.76, -0.22, 0.04], [0.36, -0.35, -1.76], [-2.44, 1.51, 2.38], [-0.12, -0.45, -1.36], [1.17, 0.15, 2.25], [-0.63, -0.95, 0.12], [0.02, 0.19, 1.34], [0.86, -0.14, -0.91], [-0.42, 0.44, -0.68], [-0.04, 0.04, 0.02], [0.41, -0.01, -0.38], [-0.27, 0.16, 0.35], [-0.21, -0.17, -0.16], [-0.40, 0.33, -0.67], [-0.07, -0.52, -0.88], [0.62, -0.11, 0.10], [0.58, -0.27, -0.26], [0.50, 0.06, 0.47], [0.18, 1.50, 0.11], [-0.75, 1.44, -1.92], [1.05, -3.04, 2.25], [-0.01, 0.13, 0.18], [-0.50, 0.36, -0.55], [0.06, -0.35, -0.01], [1.08, -0.03, -0.17], [0.56, 0.46, -0.49], [-1.79, -0.79, 0.88], [0.33, 0.15, -0.07], [-0.22, 0.06, -0.01], [0.01, 0.03, -0.07], [0.09, 1.36, 1.74], [-0.14, -0.96, -2.12], [0.09, -0.72, -0.36], [0.01, -0.10, 0.26], [0.13, -0.19, -0.20], [-0.20, 0.68, 0.59], [0.08, -0.95, -0.33], [-0.35, 0.50, -0.02], [0.31, 0.48, 0.25], [0.12, 0.14, -0.03], [-0.07, -0.27, -0.06], [-0.05, 0.11, 0.22], [-0.42, -0.15, -0.17], [0.74, -0.05, 0.19], [-0.19, 0.07, -0.15], [-0.17, 0.20, 0.01], [-0.14, 0.09, -0.03], [0.12, -0.05, -0.05]]
}